Computed, not measured: a molecular structure, C18H41BrClN3O3Si2 at a distorted geometry, with ωB97M-V/def2-TZVPD.

```
69
Properties=species:S:1:pos:R:3
H 4.709 0.667 -0.681
H -0.752 -3.848 -2.996
H 5.976 3.180 -2.426
C -3.771 -3.162 1.391
H -1.798 -1.624 -2.517
N -1.827 4.102 2.864
H -2.496 -3.899 -2.875
H 1.346 0.754 -1.026
H 1.048 0.801 0.705
C 0.549 3.195 -0.085
Cl -1.243 1.107 2.253
C -0.039 -4.903 -0.644
C -1.477 -4.853 -1.221
H -3.768 -2.188 1.883
H -0.039 2.784 0.738
H 4.941 4.213 0.136
H 0.542 4.280 0.032
H 4.926 4.569 -2.250
H -0.623 -2.077 -1.306
C 4.430 1.237 -1.569
C 4.930 3.488 -2.393
H -0.426 -2.822 0.780
C -2.567 -3.281 0.447
H 4.483 3.268 -3.364
N -2.452 -4.653 -0.115
H -4.815 4.810 2.423
H -5.755 3.796 0.480
C 1.757 1.087 -0.071
H 4.587 3.018 2.194
H 2.593 4.108 1.371
N 2.742 3.032 -1.265
C -1.604 -2.340 -1.716
C 4.870 3.122 0.063
H -1.651 4.519 1.959
C 4.125 2.610 1.292
H -1.629 -7.029 -1.199
H 2.665 0.520 0.127
O -3.634 -5.017 -0.541
H 5.230 1.090 -2.295
O -3.883 2.472 1.593
O 2.583 4.321 -1.420
H -3.737 -3.929 2.168
C 4.201 2.740 -1.267
H -2.624 -6.270 -2.451
H 3.548 0.772 -2.011
H -3.665 -2.279 -1.127
C -2.683 -2.212 -0.646
H -2.633 -1.217 -0.195
C 1.969 2.614 -0.065
H -0.039 -5.091 0.430
H 0.038 2.948 -1.018
C -1.581 -3.753 -2.290
H -2.214 4.762 3.523
Si -5.202 3.522 1.819
H 4.215 1.523 1.370
H -0.889 -6.363 -2.656
H 2.126 2.584 2.091
C -1.676 -6.208 -1.917
C -1.351 -2.963 1.337
H -1.513 -2.034 1.886
H -1.187 -3.751 2.076
C 2.658 3.023 1.243
H 0.522 -3.987 -0.832
H 5.897 2.750 0.077
H -3.198 2.214 4.128
Br -6.902 2.538 2.989
H -4.722 -3.248 0.866
Si -2.682 2.579 2.797
H 0.540 -5.717 -1.081
```

Largest force on an atom, eV/A: 2.95
HOMO energy (alpha / beta), eV: -8.6 / -9.3
⟨S²⟩: 2.008
Spin multiplicity: 3
Gap between HOMO and LUMO (alpha / beta), eV: 9.00 / 9.49
Total energy, a.u.: -4713.6951

Computed, not measured: a molecular structure, C18H41InN2OP3S at a distorted geometry, with ωB97M-V/def2-TZVPD.

```
67
Properties=species:S:1:pos:R:3
C -0.736 -1.988 1.050
H 2.521 1.610 -1.076
H -0.806 -1.261 -4.617
H 2.406 1.701 4.872
C -3.899 -2.767 -6.409
S 0.039 0.025 3.375
C 2.335 -2.099 -0.386
H -3.028 0.961 -6.201
H 1.636 -2.933 -0.284
H 3.649 -0.262 1.846
H -0.478 3.599 -1.411
H 3.327 2.882 2.803
P 1.692 1.016 2.608
In 0.039 0.025 1.375
H -3.105 0.912 -0.510
H -3.157 -4.690 -5.774
H 2.893 2.545 1.107
H 0.187 0.247 -2.403
H 0.063 -1.379 6.658
H 3.031 -2.127 0.456
C -2.578 -0.852 -5.758
H -4.402 -0.726 -6.906
H -1.462 1.590 5.139
H 3.969 0.467 3.440
H -0.976 3.658 1.697
H -2.634 2.292 -1.541
C -3.696 -1.387 -6.406
P -0.902 1.749 0.168
P 1.421 -0.490 -0.411
C 2.505 2.616 2.126
C 3.211 -0.028 2.820
H -1.173 -3.723 -4.624
C -1.708 3.182 1.038
C -1.668 -1.695 -5.115
C -2.996 -3.616 -5.770
N 0.323 -1.246 5.670
C -2.274 1.385 -1.037
H -2.552 2.851 1.646
H 1.276 -2.472 1.784
H 2.895 -2.215 -1.320
H 3.604 0.575 -0.135
H 0.568 2.212 -1.766
H -1.199 0.689 6.644
H 0.943 3.264 -0.388
H -1.915 0.675 -1.786
H -0.551 -2.447 0.076
H -2.071 3.921 0.315
H -4.769 -3.175 -6.914
H -0.232 -1.408 -1.937
C 1.455 1.421 4.403
C 0.131 2.807 -0.961
H 3.296 0.203 -1.846
N -0.966 0.845 5.653
H -1.758 -2.195 1.375
H 0.070 -2.221 3.079
H 1.298 -1.083 -2.805
H 2.916 -0.972 3.288
H 0.834 -2.001 5.191
O -2.323 0.498 -5.720
C 0.327 -2.013 2.044
C 0.039 0.025 4.995
H 0.755 2.254 4.507
C 0.596 -0.704 -2.054
H 1.755 3.413 2.148
C 2.845 0.580 -0.922
C -1.883 -3.071 -5.125
H 1.044 0.551 4.924
```

Largest force on an atom, eV/A: 12.48
HOMO energy, eV: -13.8
Gap between HOMO and LUMO, eV: 2.73
Total energy, a.u.: -2506.0818
Total charge: +3

Q: Which of these has the highest largest force on an atom?
A: C18H41InN2OP3S

What did the first record say?
Computed, not measured: a molecular structure, C18H41BrClN3O3Si2 at a distorted geometry, with ωB97M-V/def2-TZVPD.

```
69
Properties=species:S:1:pos:R:3
H 4.709 0.667 -0.681
H -0.752 -3.848 -2.996
H 5.976 3.180 -2.426
C -3.771 -3.162 1.391
H -1.798 -1.624 -2.517
N -1.827 4.102 2.864
H -2.496 -3.899 -2.875
H 1.346 0.754 -1.026
H 1.048 0.801 0.705
C 0.549 3.195 -0.085
Cl -1.243 1.107 2.253
C -0.039 -4.903 -0.644
C -1.477 -4.853 -1.221
H -3.768 -2.188 1.883
H -0.039 2.784 0.738
H 4.941 4.213 0.136
H 0.542 4.280 0.032
H 4.926 4.569 -2.250
H -0.623 -2.077 -1.306
C 4.430 1.237 -1.569
C 4.930 3.488 -2.393
H -0.426 -2.822 0.780
C -2.567 -3.281 0.447
H 4.483 3.268 -3.364
N -2.452 -4.653 -0.115
H -4.815 4.810 2.423
H -5.755 3.796 0.480
C 1.757 1.087 -0.071
H 4.587 3.018 2.194
H 2.593 4.108 1.371
N 2.742 3.032 -1.265
C -1.604 -2.340 -1.716
C 4.870 3.122 0.063
H -1.651 4.519 1.959
C 4.125 2.610 1.292
H -1.629 -7.029 -1.199
H 2.665 0.520 0.127
O -3.634 -5.017 -0.541
H 5.230 1.090 -2.295
O -3.883 2.472 1.593
O 2.583 4.321 -1.420
H -3.737 -3.929 2.168
C 4.201 2.740 -1.267
H -2.624 -6.270 -2.451
H 3.548 0.772 -2.011
H -3.665 -2.279 -1.127
C -2.683 -2.212 -0.646
H -2.633 -1.217 -0.195
C 1.969 2.614 -0.065
H -0.039 -5.091 0.430
H 0.038 2.948 -1.018
C -1.581 -3.753 -2.290
H -2.214 4.762 3.523
Si -5.202 3.522 1.819
H 4.215 1.523 1.370
H -0.889 -6.363 -2.656
H 2.126 2.584 2.091
C -1.676 -6.208 -1.917
C -1.351 -2.963 1.337
H -1.513 -2.034 1.886
H -1.187 -3.751 2.076
C 2.658 3.023 1.243
H 0.522 -3.987 -0.832
H 5.897 2.750 0.077
H -3.198 2.214 4.128
Br -6.902 2.538 2.989
H -4.722 -3.248 0.866
Si -2.682 2.579 2.797
H 0.540 -5.717 -1.081
```

Largest force on an atom, eV/A: 2.95
HOMO energy (alpha / beta), eV: -8.6 / -9.3
⟨S²⟩: 2.008
Spin multiplicity: 3
Gap between HOMO and LUMO (alpha / beta), eV: 9.00 / 9.49
Total energy, a.u.: -4713.6951

Please write out number 1 again, unchanged.
Computed, not measured: a molecular structure, C18H41BrClN3O3Si2 at a distorted geometry, with ωB97M-V/def2-TZVPD.

```
69
Properties=species:S:1:pos:R:3
H 4.709 0.667 -0.681
H -0.752 -3.848 -2.996
H 5.976 3.180 -2.426
C -3.771 -3.162 1.391
H -1.798 -1.624 -2.517
N -1.827 4.102 2.864
H -2.496 -3.899 -2.875
H 1.346 0.754 -1.026
H 1.048 0.801 0.705
C 0.549 3.195 -0.085
Cl -1.243 1.107 2.253
C -0.039 -4.903 -0.644
C -1.477 -4.853 -1.221
H -3.768 -2.188 1.883
H -0.039 2.784 0.738
H 4.941 4.213 0.136
H 0.542 4.280 0.032
H 4.926 4.569 -2.250
H -0.623 -2.077 -1.306
C 4.430 1.237 -1.569
C 4.930 3.488 -2.393
H -0.426 -2.822 0.780
C -2.567 -3.281 0.447
H 4.483 3.268 -3.364
N -2.452 -4.653 -0.115
H -4.815 4.810 2.423
H -5.755 3.796 0.480
C 1.757 1.087 -0.071
H 4.587 3.018 2.194
H 2.593 4.108 1.371
N 2.742 3.032 -1.265
C -1.604 -2.340 -1.716
C 4.870 3.122 0.063
H -1.651 4.519 1.959
C 4.125 2.610 1.292
H -1.629 -7.029 -1.199
H 2.665 0.520 0.127
O -3.634 -5.017 -0.541
H 5.230 1.090 -2.295
O -3.883 2.472 1.593
O 2.583 4.321 -1.420
H -3.737 -3.929 2.168
C 4.201 2.740 -1.267
H -2.624 -6.270 -2.451
H 3.548 0.772 -2.011
H -3.665 -2.279 -1.127
C -2.683 -2.212 -0.646
H -2.633 -1.217 -0.195
C 1.969 2.614 -0.065
H -0.039 -5.091 0.430
H 0.038 2.948 -1.018
C -1.581 -3.753 -2.290
H -2.214 4.762 3.523
Si -5.202 3.522 1.819
H 4.215 1.523 1.370
H -0.889 -6.363 -2.656
H 2.126 2.584 2.091
C -1.676 -6.208 -1.917
C -1.351 -2.963 1.337
H -1.513 -2.034 1.886
H -1.187 -3.751 2.076
C 2.658 3.023 1.243
H 0.522 -3.987 -0.832
H 5.897 2.750 0.077
H -3.198 2.214 4.128
Br -6.902 2.538 2.989
H -4.722 -3.248 0.866
Si -2.682 2.579 2.797
H 0.540 -5.717 -1.081
```

Largest force on an atom, eV/A: 2.95
HOMO energy (alpha / beta), eV: -8.6 / -9.3
⟨S²⟩: 2.008
Spin multiplicity: 3
Gap between HOMO and LUMO (alpha / beta), eV: 9.00 / 9.49
Total energy, a.u.: -4713.6951

What did the second record say?
Computed, not measured: a molecular structure, C18H41InN2OP3S at a distorted geometry, with ωB97M-V/def2-TZVPD.

```
67
Properties=species:S:1:pos:R:3
C -0.736 -1.988 1.050
H 2.521 1.610 -1.076
H -0.806 -1.261 -4.617
H 2.406 1.701 4.872
C -3.899 -2.767 -6.409
S 0.039 0.025 3.375
C 2.335 -2.099 -0.386
H -3.028 0.961 -6.201
H 1.636 -2.933 -0.284
H 3.649 -0.262 1.846
H -0.478 3.599 -1.411
H 3.327 2.882 2.803
P 1.692 1.016 2.608
In 0.039 0.025 1.375
H -3.105 0.912 -0.510
H -3.157 -4.690 -5.774
H 2.893 2.545 1.107
H 0.187 0.247 -2.403
H 0.063 -1.379 6.658
H 3.031 -2.127 0.456
C -2.578 -0.852 -5.758
H -4.402 -0.726 -6.906
H -1.462 1.590 5.139
H 3.969 0.467 3.440
H -0.976 3.658 1.697
H -2.634 2.292 -1.541
C -3.696 -1.387 -6.406
P -0.902 1.749 0.168
P 1.421 -0.490 -0.411
C 2.505 2.616 2.126
C 3.211 -0.028 2.820
H -1.173 -3.723 -4.624
C -1.708 3.182 1.038
C -1.668 -1.695 -5.115
C -2.996 -3.616 -5.770
N 0.323 -1.246 5.670
C -2.274 1.385 -1.037
H -2.552 2.851 1.646
H 1.276 -2.472 1.784
H 2.895 -2.215 -1.320
H 3.604 0.575 -0.135
H 0.568 2.212 -1.766
H -1.199 0.689 6.644
H 0.943 3.264 -0.388
H -1.915 0.675 -1.786
H -0.551 -2.447 0.076
H -2.071 3.921 0.315
H -4.769 -3.175 -6.914
H -0.232 -1.408 -1.937
C 1.455 1.421 4.403
C 0.131 2.807 -0.961
H 3.296 0.203 -1.846
N -0.966 0.845 5.653
H -1.758 -2.195 1.375
H 0.070 -2.221 3.079
H 1.298 -1.083 -2.805
H 2.916 -0.972 3.288
H 0.834 -2.001 5.191
O -2.323 0.498 -5.720
C 0.327 -2.013 2.044
C 0.039 0.025 4.995
H 0.755 2.254 4.507
C 0.596 -0.704 -2.054
H 1.755 3.413 2.148
C 2.845 0.580 -0.922
C -1.883 -3.071 -5.125
H 1.044 0.551 4.924
```

Largest force on an atom, eV/A: 12.48
HOMO energy, eV: -13.8
Gap between HOMO and LUMO, eV: 2.73
Total energy, a.u.: -2506.0818
Total charge: +3